No. 1
{
  "formula": "C8H10BF4NPd",
  "method": "wB97M-V/def2-TZVPD",
  "e_homo_ev": [1.6658, 1.1611],
  "fmax_ev_per_a": 4.213,
  "charge": -2,
  "multiplicity": 3,
  "lumo_ev": [6.2, 6.1],
  "species": ["C", "C", "C", "C", "C", "Pd", "C", "C", "C", "N", "H", "H", "H", "H", "H", "H", "H", "H", "H", "H", "F", "B", "F", "F", "F"],
  "xyz": [[0.9176, -1.1998, -1.6765], [-0.4824, -1.1628, -1.9464], [-1.1648, -1.7922, -0.8479], [-0.1763, -2.2214, 0.1027], [1.1120, -1.8418, -0.4098], [-0.0842, 0.0284, -0.0075], [-1.5255, 1.5662, -0.6856], [-0.2553, 1.7692, -1.1826], [0.5081, 2.4429, -2.0490], [1.6568, 1.0280, -0.1055], [-2.2444, -1.9361, -0.7640], [-0.9513, -0.7238, -2.8267], [-0.3640, -2.7283, 1.0464], [2.0610, -2.0122, 0.0851], [1.6952, -0.8092, -2.3225], [-2.2599, 1.0351, -1.3023], [2.1577, 1.3191, 0.7898], [-1.8633, 2.1507, 0.1780], [0.0301, 3.1853, -2.6881], [1.5739, 2.2486, -2.1512], [-0.1748, -0.2063, 2.3260], [-0.0628, -0.0591, 3.7997], [-0.7791, 1.0942, 4.1706], [-0.6320, -1.2246, 4.3687], [1.3078, 0.0499, 4.0987]],
  "forces_ev_per_angstrom": [[-0.5342, -1.3319, -0.7703], [0.3058, -1.7815, -0.8520], [0.2119, -0.4554, -0.2521], [0.1977, -1.0855, -0.6166], [-0.4944, -1.0509, -0.3107], [-0.4799, 4.1835, -0.1180], [-0.6907, 0.6381, 0.1240], [-0.6660, 0.4107, -0.5792], [-0.3137, -0.5753, 0.4528], [3.3749, 1.0710, 1.4662], [0.3990, 0.0880, 0.0280], [0.1354, -0.0393, 0.2936], [0.0379, 0.2142, -0.2459], [-0.1490, 0.1087, -0.0556], [-0.1416, 0.1423, 0.2638], [0.1872, 0.2136, 0.3861], [-0.9746, -0.3508, -0.6653], [-0.0414, -0.2046, -0.4113], [0.0526, 0.0348, 0.1951], [-0.3119, -0.0600, 0.0687], [-0.0242, 0.0126, 2.8202], [-0.1418, -0.3316, -2.1109], [0.2101, -0.2518, 0.2811], [0.2069, 0.3890, 0.2395], [-0.3562, 0.0119, 0.3685]]
}


No. 2
{
  "formula": "C8H10BINO9S2",
  "method": "wB97M-V/def2-TZVPD",
  "e_homo_ev": -2.8662,
  "fmax_ev_per_a": 3.499,
  "charge": -1,
  "lumo_ev": 2.3,
  "species": ["C", "S", "O", "O", "C", "B", "O", "O", "O", "S", "O", "O", "O", "C", "O", "C", "C", "C", "C", "C", "N", "H", "H", "H", "H", "H", "H", "H", "H", "H", "H", "I"],
  "xyz": [[0.8213, 1.7346, 2.0339], [-0.8492, 1.1354, 1.8637], [-1.1072, 0.1158, 2.8436], [-1.7248, 2.2489, 2.1390], [-1.2180, 0.4743, 0.2054], [-2.6098, 1.2718, -0.1791], [-3.7666, 0.9526, 0.4988], [-2.6962, 2.2032, -1.1727], [-1.6875, -0.8905, 0.2079], [-1.8269, -1.4239, -1.3377], [-3.1542, -1.3526, -1.8619], [-1.3068, -2.7535, -1.5196], [-0.7654, -0.2985, -1.9365], [-0.1360, 0.4645, -0.8845], [0.0601, 1.6993, -1.4991], [1.2824, -0.0968, -0.5208], [1.3488, -1.4441, -0.1969], [2.5823, -2.0194, 0.0988], [3.6534, -1.1230, 0.0561], [3.4279, 0.1948, -0.2827], [2.2700, 0.7970, -0.5674], [1.5121, 0.8867, 1.9813], [0.8919, 2.1490, 3.0430], [1.1023, 2.4818, 1.2892], [-3.9827, 0.0159, 0.4028], [-3.5167, 1.9989, -1.6394], [0.3641, 1.5341, -2.3963], [0.4511, -2.0553, -0.1727], [2.7283, -3.0671, 0.3313], [4.6594, -1.4581, 0.2883], [4.3061, 0.8456, -0.3301], [-1.1134, -5.2214, -0.7859]],
  "forces_ev_per_angstrom": [[0.6435, -0.5422, -0.3700], [-1.1241, -0.0273, 3.0701], [1.0857, -1.1401, -0.6026], [0.3595, 0.9608, -1.7334], [-0.9488, 0.9949, -0.9646], [-0.4466, 1.0317, 0.2375], [0.2429, -0.6447, -0.7565], [0.4940, -0.6742, -0.1784], [0.1730, -0.5235, -0.1438], [1.0252, -2.9482, -1.4515], [-0.2225, 2.3306, 0.6899], [0.5127, 3.4270, 0.4843], [-1.0864, -1.2614, 0.8816], [1.3025, 1.1494, -1.4965], [-0.6443, 0.4612, 1.0978], [-2.2295, 0.1003, -0.1462], [0.2389, -0.7272, 0.2592], [0.2032, 1.1334, -0.1704], [-0.2839, -0.8846, 0.1199], [1.4507, 1.2968, 0.0003], [0.2648, -1.8991, 0.1532], [-0.1846, 0.1227, -0.0808], [-0.4595, -0.0257, -0.1392], [-0.2789, -0.1334, -0.0207], [0.0176, -0.0562, 0.5122], [-0.2329, 0.5592, 0.1554], [0.1602, -0.0409, 0.0273], [0.2166, -0.0183, -0.1050], [-0.2840, 0.0659, -0.0008], [-0.0662, 0.1469, -0.1173], [-0.2115, -0.0505, 0.0601], [0.3127, -2.1834, 0.7288]]
}


No. 3
{
  "formula": "C8H10BNO3",
  "method": "wB97M-V/def2-TZVPD",
  "e_homo_ev": [-6.9495, -6.9500],
  "e_above_lowest_kcal_mol": 68.9,
  "fmax_ev_per_a": 3.815,
  "charge": 0,
  "lumo_ev": [-0.5, -0.5],
  "species": ["B", "C", "C", "C", "C", "C", "C", "C", "C", "N", "O", "O", "O", "H", "H", "H", "H", "H", "H", "H", "H", "H", "H"],
  "xyz": [[2.9079, -0.2488, -0.2787], [-3.0399, -1.1500, 0.1090], [-3.5061, 0.1451, -0.3096], [-1.6539, -1.4415, 0.1512], [-2.7163, 1.2311, -0.3890], [-0.7913, -0.4057, -0.0844], [-1.2879, 0.9541, -0.4629], [1.5175, 0.2012, 0.1138], [1.1544, 1.2519, 1.1100], [0.6071, -0.6523, -0.2136], [-0.3559, 1.7327, -0.7982], [2.9353, -1.5439, -0.7437], [4.0317, 0.5030, -0.0088], [-3.6632, -2.0399, 0.0815], [-4.5647, 0.1323, -0.5337], [-1.3222, -2.4183, 0.5461], [-3.0178, 2.3306, -0.5543], [2.0712, 1.5951, 1.6137], [0.5182, 0.9685, 2.0504], [0.6536, 2.0207, 0.5705], [0.9392, -1.3729, -0.7935], [3.7145, -2.0165, -0.9365], [4.8687, 0.2235, -0.2391]],
  "forces_ev_per_angstrom": [[2.9670, -0.5271, 0.0024], [1.6727, -0.4612, -1.3922], [-1.0304, -2.2749, 0.9420], [-2.1718, -0.1558, 1.0346], [1.7929, 1.8190, -0.9216], [0.2265, 0.7365, -0.6485], [1.8303, -0.7196, 0.6871], [-1.6520, 0.8274, 2.3103], [1.6099, -0.8225, 2.6274], [-2.2274, 1.4771, 0.3162], [-1.6995, 0.9762, -0.8535], [-1.4139, 0.7268, 0.0190], [-3.6363, 0.9721, 0.6228], [-0.4252, 0.4890, 0.3302], [-0.1896, 0.6397, 0.2727], [-0.0897, 0.4723, -0.6148], [0.2647, -2.1082, 0.0558], [-0.0646, 0.2241, -0.5379], [0.5580, -0.2062, -2.2258], [-0.3561, 1.0557, -0.1646], [-0.0033, -1.5192, -0.7521], [1.4790, -0.4737, -0.2986], [2.5588, -1.1476, -0.8107]]
}


No. 4
{
  "formula": "C8H10BrN3O3",
  "method": "wB97M-V/def2-TZVPD",
  "e_homo_ev": [-6.5702, -10.0194],
  "fmax_ev_per_a": 3.860,
  "charge": 0,
  "multiplicity": 3,
  "lumo_ev": [-0.1, -3.1],
  "species": ["C", "C", "C", "C", "C", "C", "C", "C", "N", "N", "N", "O", "O", "O", "Br", "H", "H", "H", "H", "H", "H", "H", "H", "H", "H"],
  "xyz": [[1.4631, 2.4615, -2.0738], [2.6839, 2.2417, -1.4351], [0.3823, 1.6035, -1.8650], [2.7644, 1.5202, -0.2351], [-1.0788, -0.2194, 0.1758], [0.5539, 0.2747, -1.5868], [-3.0999, -1.0633, 1.3368], [-1.8079, -1.4412, 0.7137], [2.0759, 0.4875, 0.1326], [-0.2252, -0.5236, -0.8369], [2.5394, -0.1805, 1.1896], [-1.1640, 0.9223, 0.6085], [3.6275, 0.1651, 1.6737], [1.9323, -1.1506, 1.5278], [1.8992, -0.7983, -2.4641], [1.3507, 3.3235, -2.6907], [3.5567, 2.9213, -1.5352], [-0.5734, 2.1010, -1.6381], [3.5871, 1.9848, 0.3665], [-3.5184, -1.7901, 1.9913], [-2.7340, -0.2817, 1.9617], [-3.7746, -0.6743, 0.5953], [-1.7510, -2.2252, -0.0333], [-1.0865, -1.7687, 1.5116], [0.1947, -1.5189, -0.8108]],
  "forces_ev_per_angstrom": [[-0.2512, -0.7486, -1.1193], [0.0413, 0.8006, 0.7108], [-0.0546, 2.3179, 0.5454], [3.1177, 1.4603, 0.5597], [-0.4279, 1.3937, 1.1290], [0.4889, -1.9194, -0.4459], [0.5509, 0.4252, -0.1222], [2.2619, -0.4080, 0.4062], [-1.3925, 0.9002, -0.3818], [1.3117, -3.4728, -1.0584], [3.3133, 0.8043, 0.6116], [-0.4051, -0.9174, -0.4871], [-0.7006, -0.3428, 0.4321], [-1.4406, -1.4683, 0.5900], [-0.4411, 0.5974, -0.2790], [-0.2292, 0.6426, -0.1413], [-0.9430, -0.3810, -0.4012], [-0.0021, -0.6769, -0.6336], [-0.6335, -1.3094, -0.0524], [-0.4767, -0.8056, 0.1146], [-0.6107, 1.0989, 0.6884], [-0.5743, 0.0843, -0.0357], [-0.5062, -0.1504, -0.1857], [-0.5568, 0.0245, -0.4304], [-1.4396, 2.0505, -0.0135]]
}